## 1
# C6H5NO

An isolated molecule of C6H5NO (ωB97M-V/def2-TZVPD, the OMol25 dataset).

Summary:
- SMILES string = N#CC1=COCC=C1
- E_HOMO (eV) = -8.78
- HOMO-LUMO gap (Ha) = 0.32476
- LUMO level (eV) = 0.1

The geometry in ORCA input format:
```
! RIJCOSX wB97M-V def2-TZVPD def2/J DEFGRID3
* xyz 0 1
C -2.503 -0.202 -0.057
C -1.167 -0.198 0.237
C -0.423 -1.264 -0.024
C 1.625 -0.144 0.063
C 0.881 1.019 -0.186
C -0.397 1.135 0.135
H -0.910 -2.334 -0.033
H 2.491 -0.467 -0.736
H 2.393 -0.025 0.880
H 1.503 1.954 -0.212
H -0.818 2.075 0.003
N -3.678 -0.159 -0.055
O 1.003 -1.389 -0.016
*
```

---

## 2
# C6H5NO

A cluster of 2 separate species, C6H5NO in total (ωB97M-V/def2-TZVPD, the OMol25 dataset).

Summary:
- E_HOMO (eV) = -7.61
- HOMO-LUMO gap (Ha) = 0.27135
- LUMO level (eV) = -0.2

The geometry in ORCA input format:
```
! RIJCOSX wB97M-V def2-TZVPD def2/J DEFGRID3
* xyz 0 1
C 0.899 0.864 0.993
C -0.378 0.717 0.320
C -0.222 -0.227 -0.598
C 1.137 -0.603 -0.770
C -1.562 -0.564 -1.242
C -2.503 -1.228 -1.670
H 0.499 1.609 2.629
H -1.398 1.295 0.372
H 1.178 -1.389 -1.539
H 2.809 -0.497 0.943
H -3.548 -1.727 -1.728
N 1.826 0.289 0.172
O 1.263 1.459 2.118
*
```

---

Most stable: 1. Least stable: 2.

---

## 1
# CHBrINO2

A structure of composition CHBrINO2 (ωB97M-V/def2-TZVPD, the OMol25 dataset).

Summary:
- E_HOMO (eV) = -10.07
- HOMO-LUMO gap (Ha) = 0.33972
- LUMO level (eV) = -0.8

The geometry in ORCA input format:
```
! RIJCOSX wB97M-V def2-TZVPD def2/J DEFGRID3
* xyz 0 1
C 0.129 0.011 0.509
N -0.252 -0.031 -0.906
O -1.363 0.320 -1.180
O 0.654 -0.326 -1.644
Br 0.145 1.802 1.010
I 1.767 -1.145 0.861
H -1.080 -0.632 1.350
*
```

---

## 2
# CHBrINO2

A structure of composition CHBrINO2 (ωB97M-V/def2-TZVPD, the OMol25 dataset).

Summary:
- E_HOMO (eV) = -10.34
- HOMO-LUMO gap (Ha) = 0.34622
- LUMO level (eV) = -0.9

The geometry in ORCA input format:
```
! RIJCOSX wB97M-V def2-TZVPD def2/J DEFGRID3
* xyz 0 1
C -0.557 0.011 0.082
N 0.910 0.023 0.240
O 1.358 1.099 0.523
O 1.427 -1.005 -0.091
Br -1.481 -1.799 0.362
I -0.727 0.886 -1.843
H -0.930 0.786 0.727
*
```

---

Most stable: 2. Least stable: 1.

---

## 1
# C4H8FN

An isolated molecule of C4H8FN (ωB97M-V/def2-TZVPD, the OMol25 dataset).

Summary:
- SMILES string = CC/C(C)=N\F
- E_HOMO (eV) = -10.52
- HOMO-LUMO gap (Ha) = 0.41604
- LUMO level (eV) = 0.8

The geometry in ORCA input format:
```
! RIJCOSX wB97M-V def2-TZVPD def2/J DEFGRID3
* xyz 0 1
C 0.253 -0.586 -0.208
C -0.075 0.860 -0.601
C 1.600 -1.177 0.417
C -1.498 1.337 -0.113
N 0.416 1.609 -1.437
F 1.519 0.872 -1.965
H -0.381 -0.394 0.657
H -0.646 -1.271 -0.287
H 1.377 -2.273 0.329
H 1.849 -1.007 1.484
H 2.412 -0.890 -0.243
H -2.170 0.514 -0.081
H -1.729 2.062 -0.848
H -1.595 1.752 0.915
*
```

---

## 2
# C4H8FN

A cluster of 2 separate species, C4H8FN in total (ωB97M-V/def2-TZVPD, the OMol25 dataset).

Summary:
- E_HOMO (spin up / spin down) (eV) = -9.41 / -8.10
- HOMO-LUMO gap (spin up / spin down) (Ha) = 0.35880 / 0.30015
- LUMO level (spin up / spin down) (eV) = 0.4 / 0.1

The geometry in ORCA input format:
```
! RIJCOSX wB97M-V def2-TZVPD def2/J DEFGRID3
* xyz 0 1
C -0.668 0.409 0.046
C 0.059 0.726 -0.946
C -2.039 1.040 0.286
C 2.417 -0.988 0.271
N 2.545 0.217 -0.479
F 3.004 1.247 0.332
H -0.446 -0.302 0.873
H 0.151 1.138 -1.924
H -1.833 2.056 0.053
H -2.826 0.659 -0.407
H -2.357 1.023 1.353
H 3.374 -1.516 0.363
H 2.086 -0.900 1.316
H 1.827 -1.815 -0.204
*
```

---

Most stable: 1. Least stable: 2.

---

## 1
# C2H3NOS2

A structure of composition C2H3NOS2 (ωB97M-V/def2-TZVPD, the OMol25 dataset).

Summary:
- E_HOMO (eV) = -8.86
- HOMO-LUMO gap (Ha) = 0.31497
- LUMO level (eV) = -0.3

The geometry in ORCA input format:
```
! RIJCOSX wB97M-V def2-TZVPD def2/J DEFGRID3
* xyz 0 1
C -0.358 0.275 -1.045
C -0.208 -0.697 1.094
H 1.081 1.828 -0.955
H -0.935 -0.538 2.046
H -0.112 -1.771 1.260
N 1.019 0.493 -0.711
O -0.960 -0.581 -0.219
S -0.927 0.699 -2.504
S 1.401 0.293 1.035
*
```

---

## 2
# C2H3NOS2

An isolated molecule of C2H3NOS2 (ωB97M-V/def2-TZVPD, the OMol25 dataset).

Summary:
- SMILES string = NC(=O)C1SS1
- E_HOMO (eV) = -8.41
- HOMO-LUMO gap (Ha) = 0.31226
- LUMO level (eV) = 0.1

The geometry in ORCA input format:
```
! RIJCOSX wB97M-V def2-TZVPD def2/J DEFGRID3
* xyz 0 1
C -0.915 0.927 -0.017
C -1.814 -0.284 0.011
N 0.402 0.612 -0.015
O -1.328 2.058 -0.038
S -3.296 -0.170 1.023
S -3.286 -0.223 -1.020
H -1.323 -1.252 0.038
H 0.746 -0.330 0.000
H 1.068 1.367 -0.034
*
```

---

## 3
# C2H3NOS2

An isolated molecule of C2H3NOS2 (ωB97M-V/def2-TZVPD, the OMol25 dataset).

Summary:
- SMILES string = O=CN(S)C=S
- E_HOMO (eV) = -9.20
- HOMO-LUMO gap (Ha) = 0.31408
- LUMO level (eV) = -0.6

The geometry in ORCA input format:
```
! RIJCOSX wB97M-V def2-TZVPD def2/J DEFGRID3
* xyz 0 1
C 0.810 -1.170 0.551
C 0.360 0.919 -0.750
H -1.933 1.080 0.314
H 1.728 -1.471 -0.070
H 1.071 0.490 -1.427
N 0.134 0.138 0.397
O 0.018 -2.106 1.105
S -1.549 0.099 1.089
S -0.638 2.021 -1.209
*
```

---

Most stable: 2. Least stable: 1.

---

## 1
# C2H3NOS2

An isolated molecule of C2H3NOS2 (ωB97M-V/def2-TZVPD, the OMol25 dataset).

Summary:
- SMILES string = ONC(=S)C=S
- E_HOMO (eV) = -9.20
- HOMO-LUMO gap (Ha) = 0.27120
- LUMO level (eV) = -1.8

The geometry in ORCA input format:
```
! RIJCOSX wB97M-V def2-TZVPD def2/J DEFGRID3
* xyz 0 1
C 0.364 0.077 -0.247
C 0.342 1.479 0.077
H -0.046 -2.426 -0.540
H -1.206 -0.368 1.076
H 1.161 2.121 -0.293
N -0.549 -0.755 0.314
O -0.967 -1.972 -0.170
S 1.546 -0.404 -1.318
S -0.644 2.248 1.101
*
```

---

## 2
# C2H3NOS2

An isolated molecule of C2H3NOS2 (ωB97M-V/def2-TZVPD, the OMol25 dataset).

Summary:
- SMILES string = O/N=C\SC=S
- E_HOMO (eV) = -9.36
- HOMO-LUMO gap (Ha) = 0.31518
- LUMO level (eV) = -0.8

The geometry in ORCA input format:
```
! RIJCOSX wB97M-V def2-TZVPD def2/J DEFGRID3
* xyz 0 1
C 0.786 0.720 -1.309
C 0.114 -0.165 1.197
H -0.324 -1.209 -1.792
H 1.466 1.567 -1.176
H 1.116 -0.613 1.024
N 1.165 -0.077 -2.238
O 0.407 -1.185 -2.454
S -0.559 0.584 -0.234
S -0.632 -0.150 2.604
*
```

---

## 3
# C2H3NOS2

An isolated molecule of C2H3NOS2 (ωB97M-V/def2-TZVPD, the OMol25 dataset).

Summary:
- SMILES string = O=CN(S)C=S
- E_HOMO (eV) = -9.11
- HOMO-LUMO gap (Ha) = 0.29833
- LUMO level (eV) = -1.0

The geometry in ORCA input format:
```
! RIJCOSX wB97M-V def2-TZVPD def2/J DEFGRID3
* xyz 0 1
C 1.558 0.880 -0.569
C -0.548 0.767 0.502
H -0.442 -1.718 0.559
H 2.545 0.261 -0.684
H -0.535 1.927 0.597
N 0.522 0.157 -0.080
O 1.625 2.107 -0.629
S 0.522 -1.624 -0.377
S -2.040 -0.145 0.722
*
```

---

## 4
# C2H3NOS2

A structure of composition C2H3NOS2 (ωB97M-V/def2-TZVPD, the OMol25 dataset).

Summary:
- E_HOMO (eV) = -8.64
- HOMO-LUMO gap (Ha) = 0.33812
- LUMO level (eV) = 0.6

The geometry in ORCA input format:
```
! RIJCOSX wB97M-V def2-TZVPD def2/J DEFGRID3
* xyz 0 1
C -1.402 -0.180 -0.727
C 0.632 0.389 0.085
N -0.867 -1.083 -1.411
O -0.705 0.664 -0.016
S 0.806 -0.978 -1.281
S 1.003 -0.438 1.730
H -2.513 -0.058 -0.485
H 1.259 1.112 -0.332
H 1.787 0.571 2.437
*
```

---

Most stable: 4. Least stable: 1.

---

## 1
# C2H3ClN2O

A structure of composition C2H3ClN2O (ωB97M-V/def2-TZVPD, the OMol25 dataset).

Summary:
- E_HOMO (eV) = -11.16
- HOMO-LUMO gap (Ha) = 0.43065
- LUMO level (eV) = 0.6

The geometry in ORCA input format:
```
! RIJCOSX wB97M-V def2-TZVPD def2/J DEFGRID3
* xyz 0 1
C 0.778 -0.758 0.381
C 1.061 1.094 -0.420
N 1.678 -0.054 -0.331
N -0.265 -0.030 0.838
O -0.057 1.140 0.309
Cl -3.470 -0.644 -0.409
H 0.785 -1.841 0.733
H -2.098 -0.789 -0.176
H 1.588 1.882 -0.927
*
```

---

## 2
# C2H3ClN2O

An isolated molecule of C2H3ClN2O (ωB97M-V/def2-TZVPD, the OMol25 dataset).

Summary:
- SMILES string = ClN1C=NCO1
- E_HOMO (eV) = -9.52
- HOMO-LUMO gap (Ha) = 0.37372
- LUMO level (eV) = 0.6

The geometry in ORCA input format:
```
! RIJCOSX wB97M-V def2-TZVPD def2/J DEFGRID3
* xyz 0 1
C 0.104 -1.078 0.518
C -0.860 0.739 -0.309
N -0.861 -0.735 -0.189
N 1.227 0.178 0.630
O 0.360 1.197 0.256
Cl 2.414 -0.222 -0.464
H 0.426 -2.144 0.699
H -1.026 1.075 -1.333
H -1.785 0.990 0.191
*
```

---

Most stable: 1. Least stable: 2.